<a>
Formula: CHFO2
Source: OMol25
Level of theory: ωB97M-V/def2-TZVPD

Values from the calculation:
HOMO: -0.46291 Ha
SMILES: O=C=O.F
gap between HOMO and LUMO: 13.0 eV

Last column: natural (NBO) charge in e.
Element x y z (Å)
F (0.232, 1.636, -0.745)  -0.56
O (-0.343, -2.227, -0.182)  -0.51
O (-0.012, -0.065, 0.515)  -0.53
C (-0.217, -1.161, 0.250)  1.03
H (0.340, 1.817, 0.163)  0.56

---

<b>
Formula: CHFO2
Source: OMol25
Level of theory: ωB97M-V/def2-TZVPD

Values from the calculation:
HOMO (alpha / beta): -0.41574 / -0.37271 Ha
gap between HOMO and LUMO (alpha / beta): 10.5 / 10.4 eV

Last column: natural (NBO) charge in e.
Element x y z (Å)
F (0.528, 1.100, 0.106)  -0.28
O (0.954, -0.801, -1.030)  -0.24
O (0.730, -1.182, 0.344)  -0.25
C (0.235, -0.061, -0.284)  0.78
H (-2.446, 0.945, 0.863)  0.00

---

Which of them is least stable? Easy: <b>.

---

<a>
Formula: C5H6NO
Source: OMol25
Level of theory: ωB97M-V/def2-TZVPD

Values from the calculation:
charge: +1
HOMO: -0.54867 Ha
SMILES: C1C2=C3O[C@H]3C[N@@H+]12
gap between HOMO and LUMO: 10.3 eV

Last column: natural (NBO) charge in e.
Element x y z (Å)
O (-2.331, 0.057, 0.431)  -0.30
N (0.813, 0.009, -0.226)  -0.40
C (0.081, 1.131, 0.281)  -0.28
C (1.049, -1.360, 0.312)  -0.17
C (-1.367, 0.847, -0.260)  0.07
C (-1.441, -0.715, -0.088)  0.38
C (-0.204, -1.141, -0.265)  0.01
H (1.157, -1.405, 1.336)  0.24
H (1.733, -1.890, -0.305)  0.25
H (0.217, 1.121, 1.338)  0.25
H (0.431, 2.095, -0.017)  0.27
H (1.344, 0.127, -1.218)  0.45
H (-1.481, 1.124, -1.319)  0.23

---

<b>
Formula: C5H6NO
Source: OMol25
Level of theory: ωB97M-V/def2-TZVPD

Values from the calculation:
charge: +1
HOMO: -0.54580 Ha
gap between HOMO and LUMO: 8.8 eV

Last column: natural (NBO) charge in e.
Element x y z (Å)
O (0.005, 0.018, 1.000)  -0.39
N (-0.953, 1.361, -1.090)  -0.49
C (-1.216, 0.685, 1.075)  0.11
C (1.741, -1.046, -0.144)  -0.79
C (-1.687, 1.434, 0.020)  -0.06
C (-0.175, 0.775, -1.732)  0.37
C (0.397, -0.712, 0.022)  0.48
H (2.587, -0.535, 0.496)  0.30
H (1.933, -2.204, 0.022)  0.34
H (-0.252, -1.384, -0.634)  0.25
H (-2.595, 2.118, 0.172)  0.30
H (-1.720, 0.595, 2.068)  0.26
H (1.935, -1.105, -1.276)  0.33

---

Which of them is least stable? Easy: <a>.

---

<a>
Formula: C5H8N4O
Source: OMol25
Level of theory: ωB97M-V/def2-TZVPD

Values from the calculation:
HOMO: -0.34509 Ha
gap between HOMO and LUMO: 10.2 eV

Last column: natural (NBO) charge in e.
Element x y z (Å)
O (-0.806, 0.359, -1.035)  -0.51
N (2.970, 0.532, -1.434)  -0.29
N (2.841, 1.278, -0.357)  -0.04
N (1.710, -0.541, -0.033)  -0.22
N (2.030, 0.726, 0.452)  -0.09
C (2.360, -0.625, -1.206)  0.17
C (-1.241, 0.656, 0.360)  0.02
C (-1.054, -0.702, -0.093)  0.10
C (-2.648, 1.184, 0.536)  -0.64
C (0.802, -1.358, 0.625)  -0.23
H (0.809, -1.182, 1.651)  0.22
H (-1.702, -1.414, -0.401)  0.19
H (0.837, -2.408, 0.333)  0.21
H (-0.360, 1.197, 0.767)  0.23
H (-2.733, 1.777, 1.457)  0.23
H (-3.256, 0.232, 0.600)  0.21
H (-2.876, 1.674, -0.343)  0.24
H (2.316, -1.385, -1.877)  0.21

---

<b>
Formula: C5H8N4O
Source: OMol25
Level of theory: ωB97M-V/def2-TZVPD

Values from the calculation:
HOMO: -0.32735 Ha
SMILES: Cc1cc(=O)[nH]/c(=N\N)[nH]1
gap between HOMO and LUMO: 9.4 eV

Last column: natural (NBO) charge in e.
Element x y z (Å)
O (-0.366, -0.884, -2.659)  -0.61
N (-1.577, 0.301, 1.747)  -0.35
N (-0.981, -0.409, -0.509)  -0.65
N (-2.859, -0.019, 1.478)  -0.61
N (0.638, 0.475, 0.956)  -0.55
C (2.989, 0.648, 0.602)  -0.63
C (-0.753, 0.070, 0.763)  0.55
C (1.364, -0.124, -1.127)  -0.43
C (0.010, -0.438, -1.515)  0.64
C (1.581, 0.249, 0.104)  0.30
H (3.107, 1.419, 1.149)  0.21
H (3.559, 1.294, -0.315)  0.22
H (2.109, 0.009, -1.703)  0.23
H (3.635, -0.096, 0.922)  0.23
H (-2.922, -0.986, 1.017)  0.31
H (0.967, 0.616, 1.843)  0.41
H (-2.071, -0.385, -0.786)  0.43
H (-3.148, 0.332, 0.480)  0.29

---

Which of them is least stable? Easy: <a>.

---

<a>
Formula: CH4Cl2OSi
Source: OMol25
Level of theory: ωB97M-V/def2-TZVPD

Values from the calculation:
HOMO: -0.37199 Ha
SMILES: CO[SiH](Cl)Cl
gap between HOMO and LUMO: 10.5 eV

Last column: natural (NBO) charge in e.
Element x y z (Å)
Cl (1.822, -0.224, -1.663)  -0.34
Cl (-1.138, -1.715, -2.392)  -0.57
Si (0.446, -1.071, -0.542)  1.62
O (-0.274, -0.188, 0.561)  -0.92
C (-0.404, 1.179, 0.935)  -0.22
H (-1.397, 1.524, 0.898)  0.20
H (0.278, 1.669, 0.334)  0.18
H (0.051, 1.324, 1.904)  0.19
H (0.616, -2.498, -0.036)  -0.15

---

<b>
Formula: CH4Cl2OSi
Source: OMol25
Level of theory: ωB97M-V/def2-TZVPD

Values from the calculation:
HOMO: -0.37491 Ha
SMILES: Cl[SiH2]Cl.C=O
gap between HOMO and LUMO: 10.8 eV

Last column: natural (NBO) charge in e.
Element x y z (Å)
Cl (-0.640, 0.465, -0.259)  -0.38
Cl (-2.606, -1.736, 1.268)  -0.38
Si (-2.336, -0.680, -0.500)  1.08
O (2.446, -0.262, 0.193)  -0.49
C (2.792, 0.887, 0.447)  0.26
H (-2.231, -1.921, -1.256)  -0.16
H (2.509, 1.583, -0.312)  0.11
H (3.334, 1.288, 1.352)  0.12
H (-3.267, 0.375, -0.932)  -0.16

---

Which of them is least stable? Easy: <b>.

---

<a>
Formula: ClH2OPS2
Source: OMol25
Level of theory: ωB97M-V/def2-TZVPD

Values from the calculation:
HOMO: -0.35406 Ha
gap between HOMO and LUMO: 7.9 eV

Last column: natural (NBO) charge in e.
Element x y z (Å)
Cl (1.101, 0.048, -1.767)  -0.22
S (1.232, 1.956, 1.038)  -0.29
S (1.078, -1.535, 1.190)  -0.38
P (1.292, 0.190, 0.267)  0.87
O (-1.564, 0.100, 0.045)  -0.93
H (-1.473, -0.913, 0.142)  0.48
H (-1.666, 0.153, -0.916)  0.47

---

<b>
Formula: ClH2OPS2
Source: OMol25
Level of theory: ωB97M-V/def2-TZVPD

Values from the calculation:
HOMO: -0.34600 Ha
SMILES: O[P@@](=S)(S)Cl
gap between HOMO and LUMO: 9.2 eV

Last column: natural (NBO) charge in e.
Element x y z (Å)
Cl (2.150, 0.716, -0.203)  -0.24
S (0.153, -2.130, -0.627)  -0.48
S (-0.986, 1.296, -0.856)  -0.19
P (0.313, -0.197, -0.234)  1.27
O (-0.041, 0.015, 1.316)  -1.04
H (0.264, -0.419, 2.115)  0.54
H (-1.852, 0.718, -1.511)  0.14

---

Which of them is least stable? Easy: <a>.